# 1
Here is an isolated molecule of C11H11Br from the OMol25 dataset. Energies are from wB97M-V/def2-TZVPD.

Last column: Löwdin charge in e.
Atoms and positions in Å:
Br 0.827196 -1.742205 2.460561  0.692
C -0.168876 -0.999216 0.918590  -0.645
C 0.683350 -0.562911 -0.234071  -0.248
C 0.489480 -1.040748 -1.565310  0.007
C 1.273906 -0.440145 -2.619314  -0.106
C 2.117841 0.574515 -2.348369  -0.149
C 2.407101 0.967457 -1.049996  -0.067
C 1.621417 0.452805 -0.001833  -0.054
C -1.636744 -1.517351 0.892070  -0.030
C -1.327599 -0.081957 1.157748  -0.440
C -1.816926 0.823564 2.190581  -0.089
C -1.685403 1.304223 0.782728  -0.058
H -0.254433 -1.861140 -1.809882  0.124
H 1.036128 -0.432119 -3.743898  0.129
H 2.791790 0.900472 -3.193587  0.122
H 2.915257 1.882380 -0.798077  0.099
H 1.807222 0.699069 1.016792  0.092
H -1.891645 -1.873134 -0.031494  0.064
H -1.859946 -2.147832 1.711957  0.085
H -0.987335 1.195270 2.841008  0.126
H -2.792248 0.581627 2.588933  0.111
H -2.651644 1.289990 0.212123  0.129
H -0.897891 2.027385 0.622738  0.106

Atomic forces in eV per Å
Br -0.2 0.5 -0.5
C -0.7 0.4 1.0
C -0.2 -1.1 -1.6
C 0.3 0.2 -0.4
C -3.0 -0.6 -0.9
C 3.2 0.8 -0.5
C -2.0 0.4 1.4
C 0.5 -0.9 -1.4
C 2.4 1.7 0.0
C 0.7 -1.3 0.5
C 1.3 0.3 1.4
C -1.8 -0.8 -1.0
H 1.0 1.2 0.4
H 0.2 -1.3 1.8
H -1.1 0.2 1.0
H 0.9 -0.1 -0.3
H 0.1 0.6 0.6
H -1.2 -0.7 -2.3
H -0.4 -0.3 0.7
H -1.2 -0.3 -0.1
H 0.1 0.3 0.3
H 1.2 0.8 0.3
H -0.2 -0.1 -0.5

Calculated values
multiplicity: 1
gap between HOMO and LUMO: 9.90 eV
total charge: 0



# 2
Here is a structure of composition C11H11BrNO3SbSe5W from the OMol25 dataset. Energies are from wB97M-V/def2-TZVPD.

Last column: Löwdin charge in e.
Atoms and positions in Å:
W -0.591322 0.885916 -0.867245  1.187
C 0.614391 -0.640963 -4.052567  -0.040
C -0.554451 0.105391 -3.442745  -0.540
C -1.541341 0.625336 -4.467703  -0.041
O -0.048918 1.175396 -2.622438  -0.368
H 0.260543 -1.523447 -4.585926  0.089
H 1.313513 -0.950571 -3.276981  0.076
H 1.135355 0.009565 -4.756280  0.091
H -1.094306 -0.608071 -2.782923  0.117
H -1.018841 1.225142 -5.214298  0.090
H -2.305064 1.242436 -3.997826  0.065
H -2.029321 -0.211995 -4.966454  0.091
Se 2.251633 5.672266 2.324876  -0.006
Sb 1.842646 3.565409 3.222906  -0.139
Se -0.066497 2.875621 4.520380  0.114
Se 2.945380 1.492541 3.394638  0.043
Se 0.247727 2.571890 0.332757  0.261
Se -4.880043 -0.069521 -1.833819  0.680
C -3.449418 0.810323 -1.463639  -0.940
N -2.452056 1.418618 -1.217632  -0.143
Br -1.956773 0.053243 2.724393  0.820
C -0.334819 -0.880457 2.877093  -0.600
C 0.096847 -1.205349 4.153599  -0.131
C 1.283544 -1.897493 4.327165  -0.072
C 2.069190 -2.239271 3.238116  -0.078
C 1.659965 -1.882348 1.967584  -0.017
C 0.444538 -1.224225 1.773370  -0.182
C 0.066087 -0.911715 0.384783  -0.638
O 0.913198 -0.656401 -0.532059  -0.076
O -1.184897 -0.872751 0.024103  -0.171
H -0.502936 -0.916793 5.005292  0.104
H 1.601967 -2.160066 5.327550  0.115
H 3.000914 -2.768945 3.383390  0.112
H 2.263564 -2.108713 1.098539  0.128

Atomic forces in eV per Å
W 0.5 0.2 0.7
C 0.0 0.1 0.0
C -0.1 -0.2 -0.1
C 0.1 0.1 0.0
O 0.5 -0.1 -1.0
H 0.0 0.0 0.0
H 0.0 0.0 0.0
H 0.0 0.0 0.0
H -0.1 -0.1 -0.1
H 0.0 0.0 0.0
H 0.0 0.0 0.0
H 0.0 0.0 0.0
Se 0.0 -0.1 0.1
Sb 0.1 0.1 -0.2
Se -0.1 0.0 0.1
Se 0.0 0.0 0.0
Se -0.1 0.2 0.2
Se -0.2 -0.1 -0.1
C 0.2 0.4 0.1
N -0.8 -0.5 -0.2
Br -0.2 0.1 0.2
C 0.0 -0.1 0.1
C 0.0 0.0 0.0
C 0.0 0.0 0.1
C 0.1 0.0 -0.1
C 0.0 0.1 0.0
C 0.2 -0.1 -0.2
C -0.2 -0.8 0.2
O 0.0 0.3 -0.1
O 0.2 0.6 0.2
H 0.0 0.0 0.0
H 0.0 0.0 0.0
H 0.0 0.0 0.0
H 0.0 0.0 0.0

Calculated values
multiplicity: 3
gap between HOMO and LUMO (spin up / spin down): 5.85 / 5.80 eV
<S²>: 2.0234
total charge: 0



# 3
Here is a cluster of 2 separate species, C11H11Cl2FN2 in total from the OMol25 dataset. Energies are from wB97M-V/def2-TZVPD.

Last column: Löwdin charge in e.
Atoms and positions in Å:
F -2.355184 1.195816 -3.646243  -0.109
C -2.624680 0.827187 -2.280473  -0.161
C -1.349094 1.182198 -1.420871  -0.129
C -0.836406 0.004624 -0.511609  -0.202
C -1.803624 -0.960945 0.102475  -0.058
N -1.503505 -1.996337 0.935512  0.107
C -0.125770 -2.026645 1.142156  -0.206
C 0.404762 -3.094226 2.074863  -0.010
C 1.835071 -3.230051 2.368259  -0.072
C 2.845151 -2.319259 1.713298  -0.070
C 2.340561 -1.298004 0.812748  -0.019
C 0.867782 -1.123342 0.530421  -0.190
N 0.510108 -0.079962 -0.321593  0.135
H -2.907120 -0.256461 -2.284533  0.110
H -3.477274 1.504439 -1.970562  0.126
H -1.532603 2.125119 -0.827159  0.075
H -0.512578 1.423503 -2.143835  0.093
H -2.895585 -0.807679 -0.133419  0.115
H -0.288817 -3.824222 2.571669  0.104
H 2.161992 -4.022951 3.090174  0.094
H 3.936529 -2.417461 1.925522  0.095
H 3.061240 -0.597047 0.305748  0.106
Cl 0.719505 3.972987 -2.089595  0.527
C 0.979583 3.923983 -0.342009  -1.009
Cl -0.496439 4.336641 0.541216  0.512
H 1.290109 2.919841 -0.060576  0.017
H 1.756286 4.638256 -0.081583  0.024

Atomic forces in eV per Å
F -0.2 -0.5 1.3
C 0.2 1.2 -0.3
C 0.3 -0.7 -0.2
C 0.4 -0.3 0.4
C 0.2 0.0 0.2
N 1.9 3.1 -2.0
C 1.7 -1.6 1.4
C 2.5 0.7 -0.3
C -1.6 1.5 -1.5
C -3.0 0.8 -0.8
C -0.4 -1.5 1.3
C 1.0 -0.5 0.5
N -2.7 -1.4 1.0
H 0.3 1.0 0.0
H 0.8 -1.1 -0.3
H 0.2 -1.2 -0.5
H -1.0 -0.3 0.8
H 1.3 -0.2 0.3
H 0.6 1.0 -0.7
H -0.3 0.9 -0.9
H -1.2 0.1 -0.3
H -1.0 -0.8 0.6
Cl 0.1 0.1 0.0
C 0.2 -0.1 0.0
Cl 0.0 0.0 0.1
H -0.2 0.0 -0.1
H -0.2 0.0 -0.1

Calculated values
multiplicity: 1
gap between HOMO and LUMO: 8.35 eV
total charge: 0



Result set for ΔE to the lowest compared entry with this formula, charge and spin: 0.000; 0.552; 0.000 eV, one per record in the order listed.
Result set for DFT total energy: -81624.895; -424355.228; -42326.064 eV, one per record in the order listed.